{
  "formula": "C24H48AlBCl4CsF4KN2O14S2",
  "method": "ωB97M-V with the def2-TZVPD basis set",
  "homo_ev": -5.07,
  "energy_ha": -6029.35285,
  "species": ["C", "O", "C", "C", "C", "C", "C", "C", "S", "O", "O", "O", "H", "H", "H", "H", "H", "H", "H", "H", "H", "H", "H", "H", "H", "H", "H", "C", "C", "O", "S", "O", "O", "O", "H", "H", "H", "H", "Cl", "C", "C", "Cl", "H", "H", "H", "H", "Al", "C", "N", "O", "O", "H", "H", "H", "B", "F", "F", "F", "F", "C", "C", "C", "C", "C", "C", "N", "O", "C", "C", "C", "H", "H", "H", "H", "H", "H", "H", "H", "H", "H", "H", "H", "H", "H", "H", "H", "H", "H", "Cl", "C", "C", "Cl", "H", "H", "H", "H", "C", "O", "O", "O", "Cs", "K"],
  "positions_angstrom": [[4.384, 0.283, -1.072], [4.098, 1.725, -1.028], [3.610, 2.243, -2.314], [2.020, 1.997, -2.615], [1.056, 1.920, -1.295], [-0.172, 0.817, -1.417], [0.318, -0.677, -1.906], [-0.679, -1.875, -1.307], [0.217, -3.545, -1.545], [-0.787, -4.690, -1.937], [1.240, -3.363, -2.728], [1.102, -3.994, -0.134], [5.347, 0.075, -1.704], [4.569, -0.049, 0.060], [3.501, -0.387, -1.456], [3.887, 3.387, -2.402], [4.213, 1.707, -3.194], [1.650, 2.943, -3.242], [1.928, 1.083, -3.353], [1.600, 1.697, -0.284], [0.535, 2.983, -1.171], [-1.026, 1.211, -2.152], [-0.639, 0.698, -0.325], [1.400, -0.973, -1.554], [0.289, -0.722, -3.098], [-1.687, -1.931, -1.908], [-0.877, -1.648, -0.158], [-3.316, -3.721, -5.907], [-4.649, -3.363, -5.256], [-4.357, -2.276, -4.382], [-3.147, -1.390, -5.023], [-3.730, -0.264, -5.718], [-2.108, -1.249, -4.029], [-2.657, -2.477, -6.135], [-2.695, -4.317, -5.231], [-3.448, -4.260, -6.849], [-5.080, -4.200, -4.701], [-5.371, -3.012, -6.002], [-3.624, -6.553, -3.168], [-3.171, -7.518, -1.742], [-2.433, -8.792, -2.121], [-3.491, -9.961, -2.951], [-4.081, -7.733, -1.173], [-2.526, -6.885, -1.124], [-2.061, -9.288, -1.220], [-1.579, -8.585, -2.773], [-5.571, -6.547, -0.508], [1.172, -9.325, 0.995], [-0.291, -9.570, 0.884], [-1.041, -8.813, 1.511], [-0.646, -10.515, 0.170], [1.338, -8.468, 1.651], [1.626, -10.225, 1.415], [1.549, -9.121, -0.009], [5.929, -1.223, 2.756], [4.926, -1.385, 1.717], [7.248, -1.482, 2.202], [5.879, 0.136, 3.270], [5.665, -2.160, 3.836], [3.168, 4.224, 3.156], [2.227, 3.061, 3.542], [2.319, 2.798, 5.068], [1.686, 3.867, 5.952], [0.541, 4.618, 5.285], [-0.146, 3.858, 4.121], [0.884, 3.510, 3.127], [0.375, 2.841, 2.023], [-1.147, 4.857, 3.480], [-0.953, 2.665, 4.683], [2.777, 1.776, 2.858], [3.151, 4.405, 2.077], [4.206, 4.007, 3.436], [2.887, 5.160, 3.648], [1.841, 1.838, 5.299], [3.369, 2.672, 5.370], [1.331, 3.393, 6.876], [2.450, 4.590, 6.263], [-0.195, 4.899, 6.050], [0.937, 5.569, 4.906], [-0.621, 5.704, 3.023], [-1.833, 5.265, 4.233], [-1.763, 4.385, 2.705], [-1.700, 3.014, 5.409], [-0.328, 1.929, 5.197], [-1.501, 2.137, 3.896], [3.799, 1.562, 3.195], [2.823, 1.874, 1.768], [2.165, 0.899, 3.100], [-0.753, 6.231, 0.681], [-1.071, 7.847, 0.003], [-1.358, 8.878, 1.083], [-2.913, 8.582, 1.899], [-1.902, 7.762, -0.704], [-0.177, 8.136, -0.558], [-1.419, 9.875, 0.638], [-0.572, 8.892, 1.845], [-5.473, 2.014, -7.281], [-5.523, 2.947, -6.494], [-6.279, 1.078, -7.330], [-4.607, 1.862, -8.151], [-3.179, 5.779, 3.305], [-2.879, -7.632, 2.171]],
  "forces_ev_per_a": [[0.3, -1.0, 1.2], [-0.7, -0.5, -2.0], [0.6, -0.3, -0.9], [-0.1, 0.7, -0.5], [-1.0, 0.0, 0.1], [0.0, -0.3, 0.3], [-0.4, -0.5, -0.4], [-0.1, 1.3, 0.0], [4.7, -4.2, 0.0], [1.4, 3.1, 1.5], [-3.5, 0.1, 3.7], [-4.0, 2.1, -4.8], [-1.8, 0.4, 1.1], [-0.2, 0.7, -2.6], [1.5, 1.5, 0.5], [-0.6, -2.2, 0.6], [-1.2, 1.1, 1.8], [0.8, -2.1, 1.2], [0.0, 1.6, 1.8], [-0.7, 0.4, -2.2], [1.1, -2.2, -0.1], [1.8, -0.9, 1.6], [0.9, 0.4, -2.3], [-2.1, 0.9, -0.6], [0.1, -0.1, 2.8], [2.1, 0.0, 1.3], [0.5, -0.9, -2.4], [0.0, -0.6, 0.4], [-0.2, -0.1, -0.7], [0.8, 0.2, -0.1], [0.5, 0.7, -0.1], [1.0, -1.4, 1.0], [-1.6, 0.1, -1.4], [-0.7, 0.7, 0.5], [0.0, 0.0, 0.0], [0.1, 0.3, 0.1], [0.1, 0.3, 0.1], [0.0, -0.1, 0.0], [-0.3, 0.0, 0.4], [1.0, 0.1, -0.6], [0.0, 0.0, 0.2], [0.0, 0.1, 0.0], [0.2, -0.7, -0.2], [0.1, 0.1, -0.2], [-0.1, 0.1, -0.1], [-0.3, 0.2, 0.1], [-0.6, 0.6, 0.0], [0.3, 0.3, 0.3], [0.2, -1.3, -0.9], [0.9, -1.4, -1.0], [0.1, 2.1, 1.6], [-0.1, -0.2, -0.2], [-0.1, 0.1, -0.2], [-0.1, -0.1, 0.1], [0.2, -0.3, -0.1], [1.0, 0.3, 1.2], [-1.5, 0.3, 0.6], [-0.1, -1.2, -0.4], [0.2, 1.1, -1.1], [0.4, 0.2, 0.0], [1.9, -0.1, 0.3], [-0.3, -0.1, 0.1], [0.2, 0.0, 0.5], [0.0, 0.4, -0.2], [0.2, 0.8, 0.4], [-2.0, -3.2, -2.4], [0.8, 2.2, 2.8], [5.9, -3.3, 1.6], [-0.1, -0.3, -0.3], [-0.6, 0.2, -0.4], [-0.1, -0.2, 0.1], [-0.2, -0.1, 0.0], [-0.1, 0.0, 0.1], [0.1, 0.1, -0.3], [-0.3, 0.0, -0.4], [0.1, 0.1, -0.1], [-0.2, -0.1, 0.0], [-0.1, -0.1, -0.2], [-0.1, -0.1, -0.2], [0.0, -0.2, 0.3], [6.0, -2.8, 2.2], [1.9, -1.0, 0.2], [0.2, 0.1, 0.0], [0.0, 0.2, -0.1], [0.3, 0.1, -0.1], [-0.2, 0.2, 0.1], [-0.1, 0.0, 0.2], [0.0, 0.2, -0.1], [0.0, 0.1, -0.3], [-0.1, 0.3, -0.2], [0.7, 0.1, -0.4], [-0.1, 0.4, -0.1], [0.1, 0.0, 0.2], [-0.1, 0.0, 0.2], [-0.1, -0.2, 0.0], [-0.2, -0.1, -0.1], [0.1, 0.5, 0.6], [-0.1, 0.6, 0.5], [-1.2, -1.2, 0.0], [1.1, 0.0, -1.1], [-13.3, 6.0, -3.5], [-0.8, 0.9, 0.5]]
}

---

{
  "formula": "C24H48Br12O6S3",
  "method": "ωB97M-V with the def2-TZVPD basis set",
  "homo_ev": -9.77,
  "de_lowest_kcal_mol": 44.9,
  "energy_ha": -33477.34087,
  "smiles": "O=S1(=O)CCCC1.O=S1(=O)CCCC1.O=S1(=O)CCCC1.BrCCBr.BrCCBr.BrCCBr.BrCCBr.BrCCBr.BrCCBr",
  "species": ["C", "C", "C", "S", "O", "O", "C", "H", "H", "H", "H", "H", "H", "H", "H", "C", "C", "C", "S", "O", "O", "C", "H", "H", "H", "H", "H", "H", "H", "H", "C", "C", "C", "S", "O", "O", "C", "H", "H", "H", "H", "H", "H", "H", "H", "Br", "C", "C", "Br", "H", "H", "H", "H", "Br", "C", "C", "Br", "H", "H", "H", "H", "Br", "C", "C", "Br", "H", "H", "H", "H", "Br", "C", "C", "Br", "H", "H", "H", "H", "Br", "C", "C", "Br", "H", "H", "H", "H", "Br", "C", "C", "Br", "H", "H", "H", "H"],
  "positions_angstrom": [[-0.538, 4.263, -2.784], [-1.745, 3.186, -2.883], [-3.025, 4.046, -2.755], [-2.674, 5.659, -3.621], [-2.991, 6.676, -2.623], [-3.191, 5.696, -4.942], [-0.825, 5.393, -3.720], [0.442, 3.819, -2.961], [-0.462, 4.668, -1.775], [-1.769, 2.355, -2.179], [-1.740, 2.624, -3.817], [-3.197, 4.419, -1.745], [-4.027, 3.826, -3.125], [-0.321, 6.304, -3.398], [-0.457, 5.094, -4.702], [-2.851, -4.910, -2.221], [-1.458, -4.593, -1.837], [-1.456, -3.896, -0.465], [-3.117, -4.162, 0.307], [-3.858, -2.900, 0.119], [-2.846, -4.745, 1.606], [-3.588, -5.354, -0.916], [-2.918, -5.722, -2.946], [-3.291, -3.965, -2.540], [-1.006, -4.004, -2.635], [-0.833, -5.485, -1.887], [-1.325, -2.816, -0.530], [-0.638, -4.306, 0.127], [-4.671, -5.471, -0.881], [-3.128, -6.314, -0.684], [5.443, 1.213, -2.256], [4.090, 0.725, -2.846], [3.034, 1.914, -2.724], [3.235, 2.508, -1.014], [2.503, 1.467, -0.240], [2.952, 3.925, -0.878], [5.069, 2.120, -1.025], [6.017, 1.714, -3.036], [5.982, 0.339, -1.893], [3.739, -0.138, -2.280], [4.253, 0.459, -3.890], [1.973, 1.698, -2.847], [3.216, 2.807, -3.322], [5.310, 1.715, -0.042], [5.537, 3.104, -1.047], [3.536, 3.198, 3.548], [3.630, 1.194, 3.685], [2.466, 0.685, 4.595], [2.710, 1.525, 6.413], [4.620, 0.925, 4.052], [3.588, 0.761, 2.685], [2.395, -0.402, 4.636], [1.568, 1.202, 4.258], [1.448, -2.680, 3.209], [1.146, -4.634, 3.193], [0.007, -4.943, 4.189], [0.130, -6.934, 4.453], [2.086, -5.052, 3.554], [0.939, -4.930, 2.165], [-0.995, -4.876, 3.764], [-0.002, -4.414, 5.141], [-1.496, 3.897, 0.636], [0.114, 4.046, 1.744], [0.158, 5.432, 2.432], [-1.341, 5.628, 3.757], [0.951, 4.010, 1.048], [0.081, 3.259, 2.499], [0.170, 6.287, 1.756], [1.111, 5.467, 2.958], [2.643, -1.717, -0.100], [2.438, -3.125, -1.478], [2.667, -4.610, -1.029], [2.323, -5.673, -2.594], [3.083, -2.886, -2.324], [1.418, -3.140, -1.863], [2.086, -4.876, -0.146], [3.700, -4.823, -0.754], [-4.923, 1.624, 0.825], [-4.794, 0.094, 2.168], [-5.966, -0.977, 2.037], [-5.572, -2.576, 3.206], [-4.647, 0.509, 3.166], [-3.837, -0.403, 2.011], [-6.161, -1.418, 1.060], [-6.882, -0.507, 2.396], [-1.029, 0.758, 2.888], [-0.772, -0.301, 1.221], [-0.682, 0.582, -0.063], [-0.039, -0.538, -1.604], [-1.499, -1.111, 1.173], [0.142, -0.841, 1.471], [0.065, 1.357, 0.111], [-1.634, 0.998, -0.392]],
  "forces_ev_per_a": [[-0.9, -1.5, 1.0], [-0.2, 0.9, -0.3], [0.3, 1.5, -0.3], [1.7, -0.8, 2.6], [0.4, -0.4, -1.2], [-0.8, 0.2, -1.2], [-0.3, 0.2, -0.1], [-0.1, -0.2, -0.3], [-0.3, -0.3, 0.1], [0.4, 0.5, 0.6], [0.2, 0.5, -0.5], [0.3, -0.2, 0.2], [0.3, -0.9, -0.3], [-0.2, 0.1, -0.1], [-0.7, 0.4, -0.4], [-2.1, 0.2, 0.8], [1.4, 0.1, -0.1], [0.1, 0.0, -0.4], [2.2, 1.5, -0.5], [0.6, -2.0, 0.4], [-1.0, 0.2, -0.2], [0.1, -0.6, -0.6], [-0.2, 0.4, -0.2], [-0.4, -0.3, -0.6], [0.0, 0.5, 0.2], [0.0, -0.2, 0.7], [-0.1, -0.1, -0.1], [-0.4, 0.0, 0.5], [0.0, 0.2, -0.5], [-0.1, 0.0, 0.7], [-1.5, 0.1, 1.1], [-0.6, 1.4, -0.2], [0.7, 0.0, 0.5], [-0.2, -2.7, -0.9], [1.2, 2.1, -0.2], [0.2, -0.8, 0.3], [0.0, 0.7, 0.1], [0.0, 0.3, 0.4], [0.2, 0.2, -0.1], [-0.2, 0.1, -0.1], [-0.3, -0.1, 0.0], [0.1, -0.5, 0.1], [0.5, -0.2, -0.4], [-0.1, -0.3, -0.1], [0.0, 0.0, -0.2], [0.2, -1.2, -0.3], [-0.5, -0.1, 0.6], [1.1, 2.0, -0.2], [-0.1, -1.0, -0.7], [-0.1, 0.3, 0.3], [-0.5, 0.3, -0.1], [0.0, 0.3, 0.3], [-0.1, -0.7, 0.0], [-0.2, -0.3, 0.0], [-0.4, 0.6, 1.2], [-0.1, -1.1, -1.0], [0.0, 0.8, 0.2], [-0.2, 0.0, -0.2], [-0.1, 0.0, 0.3], [0.2, 0.4, -0.2], [0.6, -0.3, -0.1], [0.1, -0.1, 0.4], [-0.5, 1.7, 0.2], [-0.1, -0.9, 0.2], [1.0, 0.0, -0.8], [0.0, -0.4, 0.2], [0.2, 0.0, -0.4], [-0.5, -0.2, 0.0], [-0.2, 0.0, 0.5], [0.5, -1.2, -0.5], [-0.2, -1.1, 0.2], [0.9, 1.6, 0.5], [-0.3, -0.3, 0.0], [0.1, 0.1, 0.3], [-0.1, 0.7, 0.3], [-0.5, -0.1, -0.5], [0.0, 0.2, -0.2], [0.0, -1.3, 1.1], [-0.1, -1.3, -0.7], [0.7, 1.0, 0.8], [-0.2, 1.2, -0.6], [-0.8, 0.3, -0.1], [-0.1, 0.1, -0.6], [0.6, 0.3, 0.0], [0.0, -0.3, 0.1], [-0.3, -0.4, -0.8], [0.4, -0.1, -0.4], [0.3, -0.9, 1.0], [-0.8, 0.7, 0.4], [-0.5, 0.5, 0.0], [0.2, 0.4, -0.5], [0.0, -0.1, -0.4], [0.2, -0.2, 0.2]]
}

---

| no. | LUMO energy (Eh) | strongest force on any atom (Eh/bohr) |
| --- | --- | --- |
| 1 | -0.142 | 0.29209 |
| 2 | -0.003 | 0.06206 |